{"formula": "C4H15N2O", "method": "the ωB97M-V functional and the def2-TZVPD basis", "species": ["C", "N", "C", "C", "N", "C", "H", "H", "H", "H", "H", "H", "H", "H", "H", "H", "H", "H", "H", "H", "H", "O"], "xyz": [[-0.656, 1.086, -0.703], [-0.295, 1.325, 0.671], [0.424, 2.583, 0.907], [-0.226, -0.334, -1.195], [0.680, -0.955, -0.202], [1.642, -1.906, -0.834], [-1.720, 1.205, -0.905], [-0.214, 1.854, -1.329], [-1.071, 1.243, 1.311], [-0.242, 3.447, 0.775], [0.695, 2.638, 1.947], [1.297, 2.664, 0.265], [-1.062, -1.010, -1.331], [0.333, -0.162, -2.090], [0.114, -1.503, 0.449], [1.150, -0.235, 0.349], [1.133, -2.842, -1.020], [2.036, -1.474, -1.757], [2.493, -2.071, -0.175], [-2.021, -2.632, 1.712], [-2.668, -1.223, 1.551], [-1.821, -1.696, 1.603]], "forces_ev_per_angstrom": [[-0.689, -0.136, -0.086], [0.659, 0.036, 0.176], [-1.102, 0.277, 0.174], [-0.306, 1.152, 0.641], [0.468, -1.084, -0.441], [0.592, 0.174, -0.007], [-0.217, -0.114, 0.172], [0.402, -0.081, -0.112], [-0.033, -0.051, -0.055], [0.259, 0.046, -0.408], [0.495, -0.176, 0.377], [0.051, 0.005, 0.021], [-0.015, 0.011, -0.212], [0.204, -0.465, -0.677], [-0.215, 0.436, 0.379], [-0.286, 0.291, 0.140], [-0.014, -0.084, -0.187], [-0.229, -0.104, 0.101], [-0.187, -0.070, 0.156], [-0.260, 0.079, 0.106], [0.304, -0.437, 0.096], [0.116, 0.294, -0.355]], "e_homo_ev": -13.0, "e_tot_ha": -345.903220, "de_lowest_kcal_mol": 26.66, "total_charge": 1, "homo_lumo_gap_ev": 10.0766, "largest_force_ev_per_a": 1.35}


{"formula": "C4H15N2O", "method": "the ωB97M-V functional and the def2-TZVPD basis", "species": ["C", "N", "C", "N", "C", "C", "H", "H", "H", "H", "H", "H", "H", "H", "H", "H", "H", "H", "H", "H", "H", "O"], "xyz": [[-1.205, 0.762, 0.609], [-2.350, 0.131, 1.231], [-0.483, -0.251, -0.262], [-0.040, -1.357, 0.675], [0.211, 1.234, -2.143], [0.707, 0.254, -1.042], [-0.484, 1.117, 1.341], [-1.403, 1.641, -0.004], [-2.677, 0.680, 2.013], [-3.138, 0.096, 0.571], [-1.131, -0.761, -0.970], [0.995, -1.359, 0.794], [-0.570, -1.387, 1.548], [-0.184, -2.263, 0.222], [-0.849, 1.077, -2.364], [0.740, 1.109, -3.087], [0.358, 2.261, -1.813], [1.240, -0.555, -1.539], [1.353, 0.842, -0.391], [3.406, -1.015, 0.862], [2.851, -0.995, 2.328], [2.657, -1.261, 1.419]], "forces_ev_per_angstrom": [[0.387, 0.285, -0.857], [-0.462, 0.057, -0.213], [0.205, -0.618, 0.269], [0.578, -1.220, -0.846], [0.001, -0.147, 0.095], [-0.434, 1.143, -0.718], [0.005, -0.083, 0.436], [-0.319, 0.060, -0.098], [-0.028, -0.005, 0.159], [0.464, -0.095, 0.373], [-0.496, 0.241, 0.023], [-0.124, 0.509, 0.772], [-0.035, 0.294, 0.013], [-0.303, 0.068, 0.116], [0.055, 0.090, 0.020], [0.117, -0.031, 0.144], [-0.175, 0.032, -0.118], [0.127, -0.156, 0.342], [0.365, -0.409, 0.133], [0.036, -0.010, 0.275], [0.188, -0.040, -0.261], [-0.153, 0.035, -0.060]], "e_homo_ev": -13.9, "e_tot_ha": -345.931188, "de_lowest_kcal_mol": 9.11, "total_charge": 1, "homo_lumo_gap_ev": 10.9790, "largest_force_ev_per_a": 1.59}


{"formula": "C4H15N2O", "method": "the ωB97M-V functional and the def2-TZVPD basis", "species": ["N", "C", "C", "N", "C", "C", "H", "H", "H", "H", "H", "H", "H", "H", "H", "H", "H", "H", "H", "H", "H", "O"], "xyz": [[-1.232, 0.645, 0.434], [-0.742, 1.108, -0.882], [0.752, 0.813, -1.150], [1.130, -0.303, -0.195], [1.540, -1.585, -0.799], [2.079, 0.172, 0.835], [-1.385, 1.454, 1.032], [-2.196, 0.327, 0.334], [0.234, -0.404, 0.377], [-1.305, 0.534, -1.616], [-1.003, 2.159, -1.058], [0.899, 0.633, -2.238], [1.448, 1.621, -0.954], [1.005, -1.780, -1.729], [2.566, -1.677, -1.150], [1.373, -2.381, -0.067], [3.117, 0.045, 0.563], [1.992, 1.273, 1.054], [1.782, -0.229, 1.796], [-4.703, -0.577, 1.793], [-3.491, -1.011, 2.254], [-3.860, -0.837, 1.368]], "forces_ev_per_angstrom": [[-0.123, 0.684, -0.119], [-0.849, 0.086, -0.387], [0.047, 0.217, -0.192], [0.137, 0.665, -0.315], [-0.168, -1.132, -0.507], [0.091, 1.944, 1.115], [0.539, -0.061, 0.237], [0.187, -0.565, -0.048], [0.141, -0.068, -0.677], [0.015, 0.041, -0.148], [0.392, -0.174, -0.065], [-0.065, -0.708, 0.867], [-0.275, 0.306, 0.286], [-0.628, 0.060, 0.403], [0.341, 0.805, 0.565], [-0.070, 0.119, -0.243], [0.080, -0.565, -0.055], [-0.316, -0.951, -0.747], [0.448, -0.767, 0.064], [-0.308, 0.148, -1.361], [1.030, -0.400, -0.651], [-0.645, 0.314, 1.976]], "e_homo_ev": -14.5, "e_tot_ha": -345.887749, "de_lowest_kcal_mol": 36.37, "total_charge": 1, "homo_lumo_gap_ev": 11.9352, "largest_force_ev_per_a": 2.24}


{"formula": "C4H15N2O", "method": "the ωB97M-V functional and the def2-TZVPD basis", "species": ["C", "N", "C", "N", "C", "C", "H", "H", "H", "H", "H", "H", "H", "H", "H", "H", "H", "H", "H", "H", "H", "O"], "xyz": [[-1.676, 0.239, 1.313], [-1.401, 1.586, 0.810], [-0.398, -0.574, 1.365], [0.295, -0.484, 0.001], [0.357, -1.729, -0.784], [0.826, -1.451, -2.242], [-2.206, 0.175, 2.269], [-2.327, -0.171, 0.532], [-1.023, 2.225, 1.504], [-2.203, 1.964, 0.341], [0.338, -0.230, 2.087], [-0.589, -1.631, 1.492], [-0.239, 0.248, -0.476], [1.224, -0.081, 0.088], [-0.616, -2.223, -0.769], [1.026, -2.423, -0.292], [1.885, -1.628, -2.295], [0.345, -2.174, -2.882], [0.583, -0.444, -2.561], [2.453, 2.423, -0.014], [1.001, 2.585, -0.328], [1.702, 1.907, -0.341]], "forces_ev_per_angstrom": [[-0.206, 0.368, -0.592], [0.631, -0.319, 0.207], [0.723, -0.308, -0.837], [-0.651, 0.166, 0.720], [-0.117, -0.395, -1.121], [-0.377, -0.497, 1.242], [0.118, 0.058, -0.059], [-0.034, -0.418, 0.356], [-0.336, -0.075, -0.106], [-0.203, 0.378, 0.138], [-0.214, 0.061, 0.237], [-0.117, -0.128, 0.436], [0.123, 0.174, -0.268], [0.141, 0.295, 0.029], [-0.157, 0.377, 0.030], [0.249, 0.035, 0.214], [0.506, 0.218, -0.216], [-0.132, -0.056, -0.327], [-0.036, 0.107, -0.123], [0.174, -0.339, -0.157], [0.071, -0.551, -0.138], [-0.154, 0.849, 0.335]], "e_homo_ev": -14.0, "e_tot_ha": -345.923697, "de_lowest_kcal_mol": 13.81, "total_charge": 1, "homo_lumo_gap_ev": 11.3074, "largest_force_ev_per_a": 1.39}


{"formula": "C4H15N2O", "method": "the ωB97M-V functional and the def2-TZVPD basis", "species": ["C", "N", "C", "C", "N", "C", "H", "H", "H", "H", "H", "H", "H", "H", "H", "H", "H", "H", "H", "H", "H", "O"], "xyz": [[1.615, 0.334, 0.347], [1.608, -0.087, -1.061], [1.198, 0.997, -1.987], [0.199, 0.225, 0.979], [-0.662, -0.676, 0.162], [-0.322, -2.186, 0.220], [2.259, -0.370, 0.897], [2.018, 1.296, 0.577], [2.629, -0.157, -1.288], [1.674, 1.977, -1.882], [1.319, 0.524, -2.967], [0.086, 1.224, -2.025], [0.310, -0.264, 1.961], [-0.337, 1.123, 1.326], [-0.698, -0.504, -0.842], [-1.630, -0.576, 0.419], [0.736, -2.158, -0.005], [-0.551, -2.557, 1.227], [-0.930, -2.679, -0.523], [-2.990, 2.096, 1.191], [-3.592, 0.700, 1.577], [-2.854, 1.143, 1.149]], "forces_ev_per_angstrom": [[-0.710, -1.268, 0.572], [1.632, 1.714, 0.116], [-1.869, -0.527, -0.857], [0.464, -0.425, 1.025], [-0.806, -1.555, -0.212], [0.117, 1.597, 0.810], [-0.165, 0.098, -0.271], [0.245, 0.976, -0.246], [-1.225, -0.555, 0.196], [0.349, -0.340, 0.011], [0.450, 0.684, -0.134], [0.949, -0.400, 0.708], [-0.032, -0.267, -0.429], [0.118, -0.044, -1.254], [0.765, 0.732, 0.007], [-0.589, 0.466, 0.609], [0.075, -0.742, -0.106], [0.191, 0.155, -0.344], [0.075, -0.152, -0.193], [-0.264, -0.159, 0.101], [-0.222, 0.387, 0.099], [0.451, -0.373, -0.207]], "e_homo_ev": -13.7, "e_tot_ha": -345.887937, "de_lowest_kcal_mol": 36.25, "total_charge": 1, "homo_lumo_gap_ev": 10.8426, "largest_force_ev_per_a": 2.37}


{"formula": "C4H15N2O", "method": "the ωB97M-V functional and the def2-TZVPD basis", "species": ["N", "C", "C", "C", "N", "C", "H", "H", "H", "H", "H", "H", "H", "H", "H", "H", "H", "H", "H", "H", "H", "O"], "xyz": [[0.211, 1.232, 1.471], [-0.218, 0.709, 0.106], [-0.252, 1.950, -0.813], [0.664, -0.396, -0.524], [0.247, -0.878, -1.802], [-1.158, -1.311, -1.886], [0.173, 0.431, 2.139], [-0.303, 2.076, 1.715], [1.192, 1.461, 1.695], [-1.239, 0.429, 0.379], [0.746, 2.399, -0.862], [-0.861, 1.826, -1.700], [-0.891, 2.635, -0.219], [0.838, -1.227, 0.157], [1.588, 0.190, -0.636], [0.431, -0.302, -2.609], [-1.506, -1.398, -2.915], [-1.841, -0.638, -1.359], [-1.227, -2.333, -1.508], [0.089, -1.404, 3.490], [1.030, -2.099, 2.568], [0.533, -1.274, 2.649]], "forces_ev_per_angstrom": [[1.707, -1.133, 0.997], [-0.633, 0.866, -0.789], [-1.208, 0.214, 2.207], [0.645, 1.130, 0.551], [-1.134, -0.149, -0.675], [0.363, -0.529, 0.144], [-0.893, 0.275, -0.106], [-0.420, -0.308, 0.244], [0.114, 0.263, -1.267], [0.072, -0.368, -0.499], [-0.251, -0.146, -0.732], [0.699, -0.255, -0.467], [0.371, 0.301, -0.450], [-0.090, -0.008, 0.072], [0.346, -0.752, -0.174], [0.493, 0.385, 0.396], [0.313, 0.289, -0.069], [-0.141, -0.214, -0.024], [-0.242, 0.116, 0.387], [-0.244, 0.083, 0.277], [0.159, 0.168, -0.339], [-0.023, -0.229, 0.313]], "e_homo_ev": -12.4, "e_tot_ha": -345.886150, "de_lowest_kcal_mol": 37.37, "total_charge": 1, "homo_lumo_gap_ev": 9.1839, "largest_force_ev_per_a": 2.53}


{"formula": "C4H15N2O2", "method": "the ωB97M-V functional and the def2-TZVPD basis", "species": ["C", "C", "C", "C", "N", "N", "H", "H", "H", "H", "H", "H", "H", "H", "H", "H", "H", "H", "H", "O", "H", "H", "O"], "xyz": [[-1.043, -0.398, -1.022], [-0.327, -1.114, 0.195], [0.575, -0.169, 0.812], [1.953, -0.257, 0.872], [-0.021, 1.161, 1.377], [-1.972, 0.536, -0.327], [-0.294, -0.059, -1.719], [-1.688, -1.300, -1.489], [0.203, -2.086, 0.025], [-1.052, -1.406, 0.820], [2.548, -0.989, 0.197], [2.563, 0.418, 1.336], [-0.927, 1.528, 0.937], [0.679, 1.997, 0.991], [-0.162, 1.062, 2.405], [-2.813, 0.051, -0.043], [-2.182, 1.234, -0.964], [-0.536, 3.951, -0.820], [1.027, 4.266, -0.265], [0.225, 3.614, -0.397], [0.465, -4.449, -1.046], [1.830, -3.936, -1.119], [0.950, -3.650, -0.755]], "forces_ev_per_angstrom": [[-1.967, -4.559, 1.690], [2.046, 0.219, -3.164], [3.622, 1.366, 0.819], [-3.044, -2.216, -2.905], [2.085, 1.960, -1.004], [1.197, -0.766, -0.143], [-0.297, 0.828, -0.207], [1.548, 2.205, 0.387], [-0.204, 1.294, -0.500], [-3.023, -0.787, 2.615], [-1.537, 0.772, 1.641], [1.224, 1.966, 1.221], [0.761, -1.797, 0.170], [-2.026, -2.415, 1.920], [0.481, 0.633, -0.883], [0.014, 0.072, -0.215], [-1.172, 1.723, -1.411], [-0.755, 1.383, -0.757], [-3.097, -1.472, -0.896], [3.959, -0.012, 1.790], [-0.303, 0.656, 0.446], [-0.766, 0.873, 0.673], [1.257, -1.926, -1.289]], "e_homo_ev": -13.0, "e_tot_ha": -421.073279, "de_lowest_kcal_mol": 75.41, "total_charge": 1, "homo_lumo_gap_ev": 10.1630, "largest_force_ev_per_a": 5.24}


{"formula": "C4H15N2O2", "method": "the ωB97M-V functional and the def2-TZVPD basis", "species": ["N", "C", "C", "C", "O", "C", "N", "H", "H", "H", "H", "H", "H", "H", "H", "H", "H", "H", "H", "H", "H", "H", "O"], "xyz": [[-1.574, -0.131, 0.047], [-0.228, 0.190, 0.718], [0.598, 1.230, -0.067], [-0.249, 2.276, -0.731], [-0.909, 1.730, -1.885], [0.405, -1.161, 0.995], [-0.338, -1.832, 2.052], [-1.808, -1.096, 0.293], [-2.306, 0.489, 0.381], [-1.433, 0.118, -0.940], [-0.414, 0.645, 1.691], [1.164, 1.626, 0.781], [1.364, 0.759, -0.682], [-1.132, 2.469, -0.130], [0.246, 3.219, -0.942], [-0.265, 1.464, -2.556], [1.474, -1.057, 1.176], [0.347, -1.797, 0.124], [-0.302, -1.469, 2.996], [0.008, -2.782, 2.092], [1.774, -0.928, -2.173], [1.837, -2.419, -1.810], [1.741, -1.542, -1.431]], "forces_ev_per_angstrom": [[0.739, 0.775, 0.627], [-0.007, -0.215, -0.095], [0.502, -0.737, 1.422], [-0.845, -0.359, -0.302], [0.354, -0.469, -0.485], [0.284, 0.180, 0.679], [-0.323, -0.636, -0.388], [-0.127, -0.039, -0.238], [-0.210, -0.070, 0.093], [-0.355, -0.416, -0.334], [-0.603, -0.049, -0.082], [0.227, 0.598, -0.396], [-0.290, 0.062, -0.401], [0.201, 0.583, 0.588], [0.192, -0.029, -0.099], [-0.066, 0.294, 0.056], [0.132, 0.280, 0.145], [-0.109, 0.022, -0.230], [0.337, 0.407, -0.175], [-0.314, -0.113, 0.185], [0.184, -0.250, -0.115], [0.146, -0.141, -0.187], [-0.047, 0.322, -0.266]], "e_homo_ev": -13.5, "e_tot_ha": -421.145893, "de_lowest_kcal_mol": 29.84, "total_charge": 1, "homo_lumo_gap_ev": 10.5877, "largest_force_ev_per_a": 1.68}


{"formula": "C4H15N2O2", "method": "the ωB97M-V functional and the def2-TZVPD basis", "species": ["C", "C", "C", "C", "N", "N", "H", "H", "H", "H", "H", "H", "H", "H", "H", "H", "H", "H", "H", "O", "H", "H", "O"], "xyz": [[0.714, -0.314, -0.903], [-0.792, -0.379, -1.257], [-1.888, 0.259, -0.407], [-2.130, -0.093, 0.898], [-2.210, 1.505, -0.945], [1.216, 1.261, -0.538], [0.916, -0.893, 0.038], [1.400, -0.834, -1.481], [-1.029, -1.430, -1.155], [-0.919, -0.325, -2.432], [-1.552, -0.814, 1.443], [-2.764, 0.533, 1.426], [0.760, 1.311, 0.450], [-2.876, 2.161, -0.481], [-2.537, 1.535, -1.939], [0.672, 1.896, -1.053], [2.275, 1.324, -0.579], [-0.895, -3.815, 5.308], [-0.684, -4.931, 4.507], [-0.543, -3.981, 4.340], [4.463, 2.427, -2.403], [4.402, 1.670, -0.994], [4.001, 1.926, -1.843]], "forces_ev_per_angstrom": [[-1.365, 1.560, 3.364], [0.037, -1.646, -2.495], [1.726, 0.748, 1.863], [1.426, 0.186, -3.105], [-1.973, 1.807, -1.461], [-0.532, -4.350, 2.801], [-0.544, 1.132, -0.179], [1.074, 0.009, -2.297], [0.384, -0.688, 0.154], [0.031, 0.752, 2.338], [-0.109, -0.582, -0.153], [-1.277, 0.916, 1.130], [1.612, 0.222, -1.826], [0.830, -1.245, 0.206], [0.783, -0.538, 1.090], [-0.342, 1.279, -1.507], [-1.794, 0.522, -0.158], [1.070, 0.802, -2.643], [0.465, -0.180, -1.262], [-1.532, -0.594, 3.879], [3.422, 3.019, -2.788], [0.754, 0.769, -1.194], [-4.147, -3.898, 4.241]], "e_homo_ev": -12.1, "e_tot_ha": -421.063143, "de_lowest_kcal_mol": 81.77, "total_charge": 1, "homo_lumo_gap_ev": 8.9048, "largest_force_ev_per_a": 7.10}


{"formula": "C4H15N2O2", "method": "the ωB97M-V functional and the def2-TZVPD basis", "species": ["C", "C", "C", "C", "N", "N", "H", "H", "H", "H", "H", "H", "H", "H", "H", "H", "H", "H", "H", "O", "H", "H", "O"], "xyz": [[0.430, -0.537, -0.337], [-0.683, -0.023, -1.293], [-1.754, 0.782, -0.495], [-2.993, 0.963, -0.768], [-1.274, 1.583, 0.619], [1.698, 0.421, -0.427], [0.182, -0.586, 0.746], [0.827, -1.521, -0.669], [-1.275, -0.835, -1.780], [-0.392, 0.707, -2.171], [-3.288, 0.552, -1.786], [-3.819, 1.533, -0.572], [2.332, 0.159, 0.341], [-1.301, 1.016, 1.643], [-1.851, 2.475, 0.547], [1.309, 1.484, -0.279], [2.309, 0.513, -1.281], [-1.209, -1.873, 3.072], [-2.453, -1.091, 2.436], [-1.430, -1.082, 2.517], [4.778, -2.229, 0.077], [5.436, -1.506, -0.919], [4.611, -1.411, -0.442]], "forces_ev_per_angstrom": [[1.285, 0.085, -1.611], [-1.785, 1.268, -0.206], [2.440, 0.801, 2.418], [-1.451, -2.729, -6.039], [0.439, -0.684, 2.401], [-1.170, 2.897, 0.492], [-0.067, 0.251, -0.938], [-0.348, 0.645, 0.279], [0.965, 0.281, 0.360], [0.183, -1.570, 1.764], [0.355, -0.207, 1.012], [-1.293, 1.805, 2.123], [-0.140, 0.407, -0.272], [-0.191, 2.333, -3.633], [1.103, -1.730, 1.182], [0.998, -3.129, 0.083], [-1.162, -0.893, 0.669], [-0.424, 1.047, -0.652], [2.612, -0.122, 0.285], [-2.166, -0.861, 0.264], [-0.980, 0.640, 0.174], [0.333, 0.873, -0.869], [0.461, -1.407, 0.715]], "e_homo_ev": -12.4, "e_tot_ha": -421.068164, "de_lowest_kcal_mol": 78.62, "total_charge": 1, "homo_lumo_gap_ev": 9.4631, "largest_force_ev_per_a": 6.78}